Entry 1:
{"formula": "H22O11Xe", "method": "wB97M-V/def2-TZVPD", "e_tot_ev": -31842.72593, "mol_weight_g_mol": 329.5, "max_force_ha_per_bohr": 0.0165, "relative_energy_ev": 0.221, "orbital_gap_ev": 10.29, "total_charge": 0, "elements": ["Xe", "O", "H", "H", "O", "H", "H", "O", "H", "H", "O", "H", "H", "O", "H", "H", "O", "H", "H", "O", "H", "H", "O", "H", "H", "O", "H", "H", "O", "H", "H", "O", "H", "H"], "positions_angstrom": [[0.74, 0.38, 0.26], [-1.12, 0.40, 3.78], [-1.70, 0.38, 3.02], [-1.06, -0.51, 4.07], [-0.07, -0.99, -3.03], [-0.58, -0.35, -2.53], [-0.52, -1.06, -3.87], [-2.14, -1.78, -0.04], [-2.66, -1.52, 0.73], [-2.12, -1.00, -0.59], [-2.49, 0.61, -1.50], [-2.69, 0.97, -0.64], [-3.32, 0.61, -1.97], [1.04, 2.23, 3.36], [0.38, 1.54, 3.40], [1.87, 1.75, 3.32], [-2.89, 1.00, 1.48], [-3.59, 0.67, 2.04], [-2.93, 1.96, 1.58], [3.46, -0.49, -1.55], [2.86, -1.23, -1.45], [3.96, -0.48, -0.73], [-0.18, 3.90, 0.68], [0.02, 3.16, 1.24], [0.32, 3.75, -0.12], [1.88, -2.89, -1.63], [1.31, -2.42, -2.24], [2.24, -3.61, -2.15], [3.30, 1.98, -2.71], [3.50, 1.19, -2.20], [4.16, 2.31, -2.97], [-0.47, -3.61, 1.32], [0.38, -3.84, 0.93], [-0.87, -3.01, 0.70]]}

Entry 2:
{"formula": "C35H53DyNO2P3", "method": "wB97M-V/def2-TZVPD", "s_squared": 9.35, "e_tot_ev": -94677.72636, "mol_weight_g_mol": 775.2, "multiplicity": 6, "max_force_ha_per_bohr": 0.0578, "relative_energy_ev": 0.148, "orbital_gap_ev": [8.06, 8.11], "total_charge": 2, "elements": ["Dy", "P", "P", "N", "C", "H", "H", "C", "H", "H", "C", "H", "H", "C", "H", "H", "C", "C", "H", "H", "H", "C", "C", "H", "H", "H", "C", "C", "H", "H", "H", "C", "C", "H", "H", "H", "C", "C", "H", "H", "H", "C", "H", "H", "H", "C", "H", "H", "H", "C", "H", "H", "H", "H", "H", "H", "H", "O", "H", "H", "O", "P", "C", "C", "C", "C", "C", "C", "C", "C", "C", "C", "C", "C", "C", "C", "C", "C", "C", "C", "H", "H", "H", "H", "H", "H", "H", "H", "H", "H", "H", "H", "H", "H", "H"], "positions_angstrom": [[0.80, 0.01, 1.12], [-0.27, -2.01, -1.69], [0.29, 2.66, 0.80], [2.41, 0.24, -0.43], [1.57, -1.74, -2.06], [2.10, -2.65, -1.73], [1.63, -1.77, -3.17], [2.53, -0.57, -1.64], [3.53, -1.03, -1.56], [2.63, 0.13, -2.49], [2.48, 1.66, -0.85], [1.89, 1.79, -1.78], [3.51, 1.92, -1.17], [2.03, 2.77, 0.12], [2.03, 3.73, -0.41], [2.73, 2.85, 0.96], [0.58, 3.34, 2.50], [1.17, 2.21, 3.37], [2.11, 1.79, 2.97], [0.44, 1.41, 3.55], [1.42, 2.61, 4.36], [-0.76, 3.78, -0.16], [-2.25, 3.52, 0.11], [-2.86, 4.02, -0.65], [-2.57, 3.90, 1.09], [-2.48, 2.44, 0.06], [-1.30, -2.77, -3.01], [-2.57, -3.42, -2.43], [-3.34, -3.42, -3.22], [-3.01, -2.88, -1.59], [-2.39, -4.46, -2.12], [0.03, -3.33, -0.42], [-1.14, -3.57, 0.53], [-0.76, -4.13, 1.39], [-1.94, -4.15, 0.06], [-1.57, -2.64, 0.91], [-1.68, -0.90, -1.03], [-0.37, 5.26, 0.00], [0.49, 5.42, 0.66], [-0.10, 5.68, -0.98], [-1.21, 5.86, 0.38], [-0.61, -3.70, -4.02], [-1.38, -4.10, -4.70], [0.12, -3.16, -4.63], [-0.11, -4.55, -3.54], [0.53, -4.66, -1.00], [0.85, -5.30, -0.17], [-0.26, -5.20, -1.54], [1.39, -4.55, -1.67], [-0.68, 3.96, 3.12], [-1.51, 3.24, 3.13], [-0.48, 4.24, 4.16], [-1.00, 4.87, 2.59], [1.34, 4.13, 2.36], [0.86, -2.91, 0.18], [-0.56, 3.48, -1.21], [-1.60, -1.86, -3.56], [-1.05, -0.10, -0.09], [-2.30, -0.49, -1.86], [-2.69, -1.30, -0.73], [0.57, -1.25, 2.84], [0.61, -2.10, 4.14], [-0.75, -3.27, 4.15], [-2.01, -2.86, 3.68], [-3.09, -3.73, 3.72], [-2.93, -5.02, 4.24], [-1.70, -5.42, 4.77], [-0.61, -4.54, 4.74], [2.20, -2.91, 4.20], [2.38, -4.20, 3.68], [3.66, -4.73, 3.53], [4.78, -3.96, 3.88], [4.61, -2.67, 4.39], [3.33, -2.15, 4.55], [0.38, -1.10, 5.61], [1.16, -1.29, 6.76], [0.96, -0.49, 7.89], [-0.06, 0.47, 7.89], [-0.88, 0.62, 6.77], [-0.67, -0.17, 5.64], [-2.14, -1.85, 3.28], [-4.06, -3.40, 3.34], [-3.78, -5.71, 4.26], [-1.57, -6.41, 5.20], [0.34, -4.84, 5.18], [1.52, -4.81, 3.40], [3.79, -5.74, 3.15], [5.79, -4.36, 3.75], [5.47, -2.06, 4.67], [3.19, -1.14, 4.96], [1.94, -2.06, 6.78], [1.59, -0.63, 8.77], [-0.21, 1.10, 8.77], [-1.69, 1.34, 6.78], [-1.34, -0.07, 4.78]]}

Entry 3:
{"formula": "C45H63BrI2N14O2", "method": "wB97M-V/def2-TZVPD", "e_tot_ev": -158881.81685, "mol_weight_g_mol": 1165.8, "max_force_ha_per_bohr": 0.0211, "orbital_gap_ev": 8.15, "total_charge": 0, "elements": ["C", "C", "C", "C", "O", "C", "C", "C", "C", "C", "C", "C", "C", "C", "C", "N", "C", "C", "O", "Br", "C", "I", "C", "C", "I", "H", "H", "H", "H", "H", "H", "H", "H", "H", "H", "H", "H", "H", "H", "H", "H", "H", "H", "H", "H", "H", "H", "H", "H", "C", "C", "N", "H", "H", "H", "C", "C", "N", "H", "H", "H", "C", "C", "N", "H", "H", "H", "C", "C", "N", "H", "H", "H", "C", "C", "N", "H", "H", "H", "C", "C", "N", "H", "H", "H", "C", "C", "N", "H", "H", "H", "C", "C", "N", "H", "H", "H", "C", "C", "N", "H", "H", "H", "C", "C", "N", "H", "H", "H", "C", "C", "N", "H", "H", "H", "C", "C", "N", "H", "H", "H", "C", "C", "N", "H", "H", "H"], "positions_angstrom": [[1.18, -1.74, 3.49], [0.48, -2.88, 3.50], [1.03, -4.07, 2.76], [0.97, -3.73, 1.27], [-0.38, -3.51, 0.93], [-0.81, -2.15, 0.97], [-1.71, -1.75, -0.21], [-1.09, -0.79, -1.19], [-1.10, -1.06, -2.57], [-0.52, -0.15, -3.46], [0.06, 1.03, -3.02], [0.05, 1.33, -1.64], [0.65, 2.62, -1.18], [-0.51, 0.41, -0.76], [1.64, -4.83, 0.37], [2.60, -5.56, 1.20], [2.50, -4.09, -0.74], [2.99, -4.97, -1.84], [2.40, -5.44, -2.74], [4.94, -5.33, -1.74], [0.65, -5.86, -0.20], [0.66, -7.74, 0.79], [-0.22, -5.65, -1.19], [-0.37, -4.38, -1.96], [-1.56, -7.11, -1.90], [0.73, -0.77, 3.63], [2.24, -1.80, 3.25], [-0.44, -2.94, 4.06], [2.05, -4.22, 3.10], [0.43, -4.96, 2.94], [1.57, -2.84, 1.14], [0.02, -1.45, 1.05], [-1.40, -2.02, 1.88], [-2.55, -1.21, 0.22], [-2.12, -2.61, -0.72], [-1.56, -1.96, -2.93], [-0.53, -0.38, -4.52], [0.52, 1.75, -3.68], [0.77, 2.66, -0.10], [1.66, 2.68, -1.59], [0.11, 3.48, -1.56], [-0.53, 0.64, 0.30], [3.26, -4.90, 1.60], [3.15, -6.20, 0.63], [2.02, -3.21, -1.14], [3.37, -3.74, -0.21], [0.08, -3.54, -1.46], [0.07, -4.53, -2.94], [-1.42, -4.21, -2.12], [-2.98, 4.03, -2.13], [-3.10, 3.02, -1.08], [-3.18, 2.24, -0.25], [-3.61, 4.88, -1.90], [-1.95, 4.36, -2.21], [-3.29, 3.60, -3.08], [-1.72, -4.70, 6.87], [-2.29, -4.00, 5.73], [-2.72, -3.44, 4.82], [-2.52, -5.08, 7.50], [-1.12, -5.53, 6.52], [-1.10, -4.02, 7.45], [2.55, -1.45, -6.16], [2.66, -0.04, -5.84], [2.75, 1.08, -5.59], [3.54, -1.87, -6.32], [2.06, -1.98, -5.35], [1.96, -1.58, -7.07], [3.43, 3.95, -7.18], [3.53, 5.36, -6.83], [3.61, 6.46, -6.55], [4.42, 3.54, -7.35], [2.95, 3.39, -6.38], [2.84, 3.84, -8.09], [5.92, -0.31, -9.12], [5.24, -1.46, -8.55], [4.70, -2.37, -8.10], [5.42, -0.01, -10.04], [5.90, 0.51, -8.41], [6.95, -0.57, -9.35], [-5.47, 3.59, 2.14], [-5.02, 4.81, 1.47], [-4.63, 5.72, 0.89], [-6.33, 3.18, 1.63], [-4.67, 2.86, 2.14], [-5.74, 3.82, 3.17], [-2.69, -5.74, 2.69], [-1.84, -6.26, 3.74], [-1.13, -6.68, 4.54], [-3.73, -5.76, 3.01], [-2.41, -4.71, 2.48], [-2.58, -6.34, 1.79], [-1.03, 1.60, 6.05], [-0.18, 1.56, 4.87], [0.50, 1.50, 3.95], [-1.86, 0.91, 5.93], [-0.45, 1.33, 6.93], [-1.42, 2.61, 6.18], [3.61, 2.94, 3.29], [4.71, 2.38, 4.07], [5.57, 1.92, 4.68], [2.66, 2.72, 3.78], [3.73, 4.02, 3.20], [3.60, 2.50, 2.30], [5.52, -0.06, 1.29], [4.70, -1.24, 1.49], [4.06, -2.17, 1.66], [5.15, 0.50, 0.43], [5.48, 0.57, 2.18], [6.55, -0.35, 1.11], [-5.02, 8.60, -1.16], [-4.18, 7.87, -2.10], [-3.52, 7.28, -2.83], [-6.04, 8.24, -1.22], [-4.65, 8.43, -0.15], [-4.99, 9.66, -1.39], [0.43, 6.41, -0.41], [1.53, 5.95, 0.41], [2.41, 5.55, 1.03], [-0.52, 6.18, 0.07], [0.50, 7.49, -0.54], [0.46, 5.93, -1.39], [-8.27, 2.26, 5.51], [-7.45, 1.73, 4.43], [-6.80, 1.31, 3.58], [-9.26, 1.81, 5.47], [-7.80, 2.04, 6.47], [-8.36, 3.34, 5.40]]}